The following is a DFT calculation (wB97M-V/def2-TZVPD) of 15 unconnected molecules or ions with the total composition C70H170O20.

Last column: Löwdin charge in e.
Cartesian coordinates (Å):
C1 -2.9635 0.2661 3.8165  -0.08
O1 -1.9485 0.0850 4.8424  -0.19
C2 -2.4402 -0.7310 5.8540  -0.21
C3 -2.4218 -2.2161 5.4428  -0.15
O2 -2.7487 -3.0028 6.6377  -0.20
C4 -2.8862 -4.3801 6.3064  -0.12
H1 -3.3276 -0.6604 3.3605  0.08
H2 -2.5027 0.8402 3.0010  0.06
H3 -3.8371 0.8239 4.2076  0.10
H4 -3.4169 -0.4050 6.2060  0.13
H5 -1.7633 -0.6025 6.6990  0.13
H6 -1.4026 -2.5229 5.1303  0.13
H7 -3.1096 -2.4659 4.6185  0.10
H8 -2.1101 -4.6811 5.5766  0.06
H9 -3.8537 -4.5539 5.8445  0.08
H10 -2.6135 -4.9742 7.2487  0.11
C5 1.3481 5.2382 7.8267  -0.11
O3 1.7278 6.1489 6.8360  -0.18
C6 1.8915 5.5303 5.6219  -0.25
C7 2.4586 6.5614 4.6958  -0.19
O4 1.5141 7.5632 4.3896  -0.19
C8 1.3504 8.5949 5.3214  -0.12
H11 1.3022 5.8159 8.7524  0.09
H12 2.0497 4.3842 7.9243  0.09
H13 0.3863 4.7529 7.6115  0.09
H14 1.0117 5.1040 5.2049  0.11
H15 2.7250 4.8246 5.6158  0.13
H16 2.6093 6.0566 3.7199  0.13
H17 3.3819 6.9763 5.0977  0.13
H18 0.2922 8.8648 5.3598  0.09
H19 1.9405 9.5016 5.1107  0.09
H20 1.5585 8.2808 6.3238  0.07
C9 -8.0081 0.7486 -2.2065  -0.15
O5 -7.4972 1.1595 -0.9722  -0.17
C10 -6.8744 2.4203 -1.2819  -0.17
C11 -6.2037 2.9152 0.0112  -0.18
O6 -4.9372 2.3160 0.1975  -0.21
C12 -4.3576 2.5184 1.4470  -0.12
H21 -7.3041 0.7471 -3.0366  0.07
H22 -8.8562 1.3390 -2.6092  0.10
H23 -8.3097 -0.3089 -2.0482  0.10
H24 -7.6349 3.1513 -1.5907  0.13
H25 -6.1450 2.2817 -2.0878  0.10
H26 -6.8622 2.6386 0.8187  0.12
H27 -6.0753 3.9671 -0.0094  0.11
H28 -4.3124 3.5841 1.7219  0.10
H29 -3.2786 2.2263 1.4747  0.08
H30 -4.9961 2.0441 2.1977  0.08
C13 -0.2985 -1.0037 -6.4162  -0.08
O7 -0.9018 -0.0519 -5.5192  -0.21
C14 -2.0501 0.5569 -6.1238  -0.20
C15 -2.9171 1.2351 -5.1180  -0.22
O8 -3.5096 0.2239 -4.3744  -0.20
C16 -4.2809 0.6887 -3.3238  -0.10
H31 0.3730 -1.4986 -5.7324  0.05
H32 0.2059 -0.4871 -7.2510  0.10
H33 -0.9794 -1.7773 -6.7665  0.08
H34 -2.6475 -0.1933 -6.6698  0.13
H35 -1.6151 1.2823 -6.8592  0.13
H36 -3.7443 1.7759 -5.5573  0.13
H37 -2.3310 1.9384 -4.5125  0.11
H38 -3.7300 1.0037 -2.4728  0.07
H39 -4.9137 -0.2069 -3.1172  0.10
H40 -4.8705 1.5042 -3.7918  0.09
C17 2.8482 8.3913 1.2311  -0.11
O9 3.1304 7.0454 0.9492  -0.20
C18 2.2224 6.4427 0.0763  -0.21
C19 2.8301 5.0744 -0.0730  -0.19
O10 2.0524 4.3205 -0.9941  -0.20
C20 2.2846 2.9419 -1.1253  -0.10
H41 3.7307 8.7879 1.7907  0.10
H42 1.9346 8.4608 1.8581  0.09
H43 2.6464 8.9674 0.3182  0.08
H44 2.1306 6.9415 -0.9022  0.14
H45 1.2329 6.3871 0.5922  0.12
H46 2.8482 4.5410 0.8928  0.13
H47 3.8151 5.1212 -0.5448  0.13
H48 3.3373 2.7398 -1.2985  0.06
H49 1.7753 2.6065 -1.9954  0.06
H50 1.9855 2.3047 -0.2947  0.08
C21 -1.0639 1.7166 -0.7910  -0.13
O11 -0.7139 0.8549 0.2217  -0.18
C22 -1.4455 -0.3502 0.1384  -0.16
C23 -1.1140 -1.2612 1.3125  -0.18
O12 0.2229 -1.7286 1.1855  -0.17
C24 0.7717 -1.9517 2.5135  -0.06
H51 -0.4603 2.6047 -0.6561  0.06
H52 -2.0958 2.0962 -0.8280  0.08
H53 -0.8904 1.1890 -1.7523  0.10
H54 -1.1857 -0.9008 -0.7876  0.12
H55 -2.5210 -0.0322 0.1323  0.12
H56 -1.8189 -2.0349 1.4270  0.09
H57 -1.2139 -0.6784 2.2407  0.09
H58 1.7981 -2.2053 2.3521  0.06
H59 0.1956 -2.6924 3.0034  0.06
H60 0.7069 -0.9721 3.1141  0.10
C25 2.2304 1.6903 2.9269  -0.14
O13 1.3727 2.6929 3.3609  -0.19
C26 0.0812 2.1491 3.4198  -0.22
C27 -0.9691 3.2491 3.2563  -0.17
O14 -1.2978 3.4918 1.9036  -0.20
C28 -0.4068 4.4005 1.3142  -0.10
H61 2.2852 0.8226 3.6662  0.11
H62 3.2086 2.1370 2.7234  0.08
H63 1.9207 1.2962 1.9174  0.09
H64 -0.0879 1.6417 4.4266  0.14
H65 -0.0572 1.3443 2.6678  0.11
H66 -0.5496 4.1423 3.8076  0.13
H67 -1.9031 2.8844 3.6613  0.11
H68 -0.7822 4.5455 0.2768  0.09
H69 0.5835 3.9515 1.3147  0.08
H70 -0.3259 5.3133 1.8709  0.08
C29 -3.5372 -4.0567 2.5552  -0.14
O15 -2.3411 -4.4848 3.0658  -0.20
C30 -2.1468 -5.8767 3.0594  -0.20
C31 -0.7012 -6.2171 2.6834  -0.23
O16 -0.5863 -5.8100 1.3643  -0.17
C32 0.7921 -5.6264 0.9559  -0.07
H71 -3.9897 -4.6123 1.7395  0.09
H72 -3.4076 -3.0449 2.1679  0.05
H73 -4.2602 -4.0303 3.4332  0.10
H74 -2.8170 -6.3564 2.2989  0.14
H75 -2.3270 -6.3257 4.0315  0.11
H76 -0.5917 -7.3025 2.8671  0.13
H77 -0.0002 -5.6900 3.3185  0.12
H78 1.1879 -4.7340 1.4734  0.07
H79 0.8028 -5.5454 -0.1533  0.09
H80 1.4357 -6.4516 1.1313  0.06
C33 -4.2163 -4.7143 -1.8788  -0.07
O17 -4.3094 -4.1237 -3.1862  -0.19
C34 -3.6573 -2.8659 -3.2912  -0.22
C35 -2.1554 -2.7861 -3.2450  -0.18
O18 -1.6758 -2.9577 -1.9024  -0.22
C36 -0.3210 -3.3896 -1.7439  -0.09
H81 -4.7686 -5.6429 -2.0549  0.09
H82 -4.8313 -4.0448 -1.2289  0.09
H83 -3.1921 -4.8344 -1.5656  0.08
H84 -4.0777 -2.1667 -2.5386  0.11
H85 -3.9462 -2.4648 -4.3063  0.14
H86 -1.8179 -1.7957 -3.6289  0.12
H87 -1.7833 -3.5779 -3.9107  0.12
H88 0.4373 -2.6157 -1.9421  0.07
H89 -0.0071 -4.2435 -2.3150  0.06
H90 -0.3065 -3.6588 -0.6401  0.09
C37 -5.0346 -1.3622 0.4471  -0.09
O19 -5.4836 -1.5260 1.7818  -0.20
C38 -6.4702 -0.6074 2.1983  -0.20
C39 -7.9134 -0.9336 1.9484  -0.19
O20 -8.4122 -1.9553 2.8239  -0.19
C40 -8.0442 -3.2660 2.4264  -0.12
H91 -4.1323 -1.9633 0.2325  0.08
H92 -4.6985 -0.3361 0.3036  0.07
H93 -5.7996 -1.6583 -0.2458  0.08
H94 -6.2794 0.2922 1.6716  0.08
H95 -6.3914 -0.4930 3.2812  0.14
H96 -8.1729 -1.1605 0.9021  0.12
H97 -8.4220 -0.0102 2.2533  0.13
H98 -8.3557 -3.5006 1.3813  0.09
H99 -8.6500 -3.9610 3.0497  0.09
H100 -6.9531 -3.5298 2.6053  0.09
C41 -3.3665 4.9614 -1.4761  -0.12
C42 -2.5495 5.4575 -2.6469  -0.26
C43 -1.3741 4.5699 -3.1498  -0.21
C44 -0.8706 5.1428 -4.4782  -0.25
C45 0.4752 4.6189 -4.8877  -0.26
C46 0.4559 3.0945 -5.2270  -0.09
H101 -3.7072 3.9389 -1.5869  0.06
H102 -4.2224 5.5408 -1.1745  0.07
H103 -2.7693 4.9704 -0.6029  0.04
H104 -3.3361 5.5778 -3.4679  0.12
H105 -2.1835 6.4962 -2.4423  0.12
H106 -1.6369 3.5027 -3.2301  0.08
H107 -0.5514 4.6953 -2.3987  0.12
H108 -1.5523 4.8626 -5.3022  0.12
H109 -0.8505 6.2567 -4.4197  0.12
H110 0.9120 5.2921 -5.6395  0.11
H111 1.2564 4.6663 -4.0881  0.10
H112 -0.2436 2.9181 -6.0504  0.06
H113 1.4524 2.7138 -5.4351  0.04
H114 0.1386 2.4376 -4.3462  0.08
C47 6.0170 2.1116 -0.6910  -0.13
C48 6.8082 0.9194 -0.2461  -0.29
C49 6.0825 -0.0892 0.5919  -0.21
C50 5.0274 -0.8630 -0.2041  -0.21
C51 4.2820 -1.8776 0.6594  -0.26
C52 3.3563 -2.8338 -0.0581  -0.09
H115 5.1652 1.7511 -1.2729  0.03
H116 6.5434 2.8351 -1.3860  0.10
H117 5.6760 2.6520 0.1737  0.07
H118 7.2904 0.4929 -1.1287  0.11
H119 7.6724 1.3243 0.3589  0.12
H120 5.5893 0.4287 1.4179  0.12
H121 6.8009 -0.7982 0.9779  0.11
H122 4.2726 -0.2005 -0.5681  0.08
H123 5.4383 -1.3230 -1.0992  0.12
H124 5.0870 -2.4927 1.1116  0.10
H125 3.8132 -1.5258 1.5632  0.09
H126 2.4784 -2.2887 -0.3801  0.06
H127 3.8252 -3.3652 -0.8865  0.06
H128 2.9038 -3.5858 0.5785  0.05
C53 2.2623 -0.5252 -3.1578  -0.12
C54 2.7582 0.4099 -4.1758  -0.26
C55 4.3184 0.4700 -4.2003  -0.21
C56 4.9099 1.6323 -4.9163  -0.20
C57 4.6628 3.0728 -4.2957  -0.23
C58 5.3131 4.2403 -5.0539  -0.10
H129 2.5298 -0.0734 -2.1661  0.08
H130 2.7097 -1.4863 -3.1512  0.02
H131 1.1473 -0.7721 -3.1475  0.09
H132 2.4314 0.1591 -5.1899  0.11
H133 2.3436 1.3634 -3.9032  0.06
H134 4.6455 -0.4496 -4.6916  0.11
H135 4.6661 0.3990 -3.1609  0.10
H136 5.9671 1.5474 -4.9187  0.09
H137 4.5199 1.6134 -5.9206  0.11
H138 3.5578 3.1775 -4.2124  0.08
H139 5.0874 3.1319 -3.2646  0.09
H140 6.3563 4.0430 -4.9721  0.06
H141 5.1806 4.1618 -6.1120  0.06
H142 4.9804 5.1908 -4.6462  0.07
C59 0.0808 -5.1401 -6.2281  -0.11
C60 1.1654 -5.2074 -5.2030  -0.30
C61 1.8905 -3.8974 -4.9548  -0.24
C62 2.9306 -4.0705 -3.8848  -0.22
C63 4.0168 -5.1429 -4.2281  -0.26
C64 4.9036 -5.2905 -3.0362  -0.14
H143 -0.6685 -4.3837 -5.8950  0.07
H144 -0.4317 -6.0932 -6.3589  0.07
H145 0.5116 -4.9350 -7.2012  0.07
H146 0.8498 -5.6182 -4.2649  0.10
H147 1.8879 -6.0129 -5.5418  0.11
H148 1.1185 -3.1598 -4.6560  0.09
H149 2.2525 -3.4578 -5.8678  0.11
H150 3.4350 -3.0560 -3.8024  0.11
H151 2.4682 -4.3924 -2.9240  0.11
H152 3.5483 -6.1385 -4.4250  0.11
H153 4.5894 -4.8635 -5.0693  0.10
H154 4.3420 -5.6769 -2.1761  0.08
H155 5.6792 -6.0138 -3.2764  0.07
H156 5.4701 -4.4169 -2.8256  0.06
C65 2.4460 -2.8458 5.7490  -0.09
C66 3.7848 -3.0219 5.0093  -0.26
C67 3.9283 -4.3949 4.3168  -0.24
C68 5.3157 -4.7790 3.7428  -0.22
C69 5.3487 -6.2711 3.4568  -0.27
C70 4.4895 -6.6414 2.1975  -0.10
H157 2.3812 -1.9184 6.3096  0.07
H158 2.4356 -3.7065 6.4118  0.07
H159 1.6008 -2.8409 5.0786  0.04
H160 4.0025 -2.2935 4.2357  0.09
H161 4.5853 -2.9029 5.7451  0.10
H162 3.0934 -4.5552 3.6123  0.09
H163 3.6762 -5.2038 5.0190  0.11
H164 5.4876 -4.1813 2.7961  0.11
H165 6.1165 -4.5384 4.4892  0.12
H166 6.3614 -6.6356 3.2265  0.10
H167 4.9462 -6.7557 4.3436  0.10
H168 4.7197 -6.1090 1.2394  0.08
H169 4.5073 -7.7025 2.0355  0.06
H170 3.4907 -6.2450 2.4795  0.04

* largest force on an atom: 0.0562 hartree/bohr
* gap between HOMO and LUMO: 9.850 eV
* spin multiplicity: 1